Computed, not measured: C15H15DyN3P as an isolated structure at a distorted geometry, with ωB97M-V/def2-TZVPD.

Positions of all 35 atoms, in Å:
C 3.865 -2.577 -2.573
C 4.525 -1.549 -1.825
C 4.261 -1.784 -0.440
C 3.445 -2.957 -0.323
C 3.189 -3.451 -1.642
Dy 1.966 -1.272 -1.528
P 0.245 -1.601 -3.842
H 3.881 -2.686 -3.657
H 5.149 -0.750 -2.229
H 4.723 -1.253 0.389
H 2.625 -4.347 -1.893
H 3.188 -3.463 0.607
H -0.390 -2.855 -4.156
H 0.571 -1.263 -5.177
H -0.957 -0.797 -3.713
N -4.577 5.000 4.720
C -3.997 4.326 3.953
C -3.300 3.442 3.045
C -2.050 3.809 2.504
C -1.326 2.889 1.728
C -1.927 1.671 1.389
C -3.202 1.321 1.858
C -3.856 2.188 2.738
N -1.185 0.714 0.665
C -1.722 -0.372 -0.040
C -0.694 -1.198 -0.341
N 0.515 -0.551 0.022
C 0.156 0.559 0.695
H -1.624 4.786 2.723
H -0.338 3.120 1.318
H -3.680 0.379 1.561
H -4.793 1.900 3.213
H -2.786 -0.414 -0.238
H -0.700 -2.199 -0.751
H 0.803 1.237 1.239

As for the spin multiplicity: 6. The value obtained for the HOMO energy (spin up / spin down) is -7.45 / -3.98 eV. As for the charge: 0. The calculated total energy is -53637.147 eV. The LUMO energy (spin up / spin down) is -0.362 / -0.523 eV. The calculation puts the gap between HOMO and LUMO (spin up / spin down) at 0.2603 / 0.1269 hartree. The energy above the lowest of the compared OMol25 structures with the same formula, charge and spin is 0.000 eV.

The computed Mulliken charges, all in e, follow: -0.393 -0.467 -0.405 -0.488 -0.594 0.763 -0.157 0.462 0.368 0.427 0.396 0.359 0.118 0.118 0.129 -0.568 0.120 0.273 -0.717 -0.587 1.301 -0.445 -0.874 0.192 -0.637 -0.720 -0.320 -0.449 0.405 0.330 0.203 0.390 0.418 0.659 0.390



Computed, not measured: a 12-piece molecular cluster, C37H103N19O17 overall at a distorted geometry, with ωB97M-V/def2-TZVPD.

Positions of all 176 atoms, in Å:
C 4.507 0.677 -7.270
O 3.722 -0.270 -6.582
C 2.788 -1.057 -7.382
C 1.991 -1.877 -6.464
N 0.625 -2.153 -6.893
C -0.006 -3.095 -5.982
C -1.342 -3.770 -6.286
O -1.243 -4.516 -7.548
C -2.432 -5.330 -7.734
H 4.981 1.411 -6.618
H 3.882 1.159 -8.021
H 5.295 0.208 -7.859
H 3.176 -1.646 -8.214
H 2.085 -0.318 -7.765
H 1.967 -1.371 -5.499
H 2.485 -2.823 -6.244
H 0.586 -2.541 -7.824
H -0.006 -2.573 -5.025
H 0.661 -3.940 -5.809
H -2.167 -3.066 -6.398
H -1.626 -4.455 -5.488
H -3.308 -4.715 -7.939
H -2.677 -5.921 -6.852
H -2.345 -5.960 -8.619
C 8.878 -2.089 0.027
O 9.655 -2.237 1.210
C 9.976 -1.057 1.942
C 10.729 -1.500 3.345
N 11.681 -2.519 3.004
C 12.167 -3.145 4.269
C 13.156 -4.383 4.103
O 14.503 -3.906 4.020
C 15.492 -4.761 3.370
H 8.141 -1.291 -0.058
H 8.347 -2.983 -0.300
H 9.544 -1.801 -0.786
H 9.048 -0.540 2.189
H 10.665 -0.408 1.403
H 9.985 -1.977 3.983
H 11.172 -0.728 3.975
H 11.214 -3.251 2.489
H 11.289 -3.610 4.717
H 12.485 -2.334 4.925
H 12.825 -5.036 3.295
H 13.025 -4.872 5.068
H 15.524 -5.702 3.920
H 16.480 -4.303 3.389
H 15.184 -4.892 2.333
C -0.068 -7.897 9.421
O -1.077 -6.974 8.821
C -1.017 -7.125 7.371
C -1.887 -6.046 6.741
N -1.301 -4.702 6.783
C -2.117 -3.620 6.255
C -1.307 -2.335 6.187
O 0.052 -2.582 5.645
C 1.233 -1.957 6.241
H 0.997 -7.700 9.301
H -0.193 -8.915 9.051
H -0.368 -7.896 10.469
H -1.248 -8.118 6.986
H -0.007 -6.961 6.997
H -2.640 -6.053 7.529
H -2.184 -6.418 5.759
H -0.995 -4.527 7.729
H -3.050 -3.461 6.796
H -2.454 -3.895 5.256
H -1.399 -1.874 7.171
H -1.843 -1.695 5.487
H 0.944 -1.248 7.016
H 1.782 -1.464 5.439
H 1.853 -2.789 6.576
C -2.856 -10.541 1.914
O -4.171 -9.978 1.715
C -5.273 -10.824 1.979
C -6.539 -9.920 2.190
N -7.261 -9.693 0.955
C -6.855 -8.598 0.016
C -6.912 -7.194 0.758
O -6.552 -6.266 -0.321
C -6.303 -4.919 0.017
H -2.111 -9.749 1.846
H -2.604 -11.304 1.178
H -2.706 -11.006 2.889
H -5.137 -11.437 2.871
H -5.407 -11.607 1.233
H -6.222 -8.960 2.599
H -7.167 -10.438 2.915
H -8.223 -9.524 1.212
H -7.555 -8.544 -0.817
H -5.958 -8.729 -0.589
H -6.086 -7.130 1.467
H -7.859 -6.875 1.193
H -7.012 -4.383 0.648
H -6.261 -4.342 -0.907
H -5.357 -4.782 0.539
C -1.834 8.485 -5.382
O -2.725 8.986 -4.435
C -4.016 9.341 -4.777
C -4.600 10.022 -3.580
N -4.293 11.453 -3.493
C -4.415 11.879 -2.054
C -5.956 11.974 -1.739
O -6.068 12.342 -0.371
C -7.397 12.639 -0.036
H -2.239 7.537 -5.735
H -0.811 8.293 -5.059
H -1.770 9.222 -6.183
H -4.531 8.413 -5.025
H -4.003 10.077 -5.581
H -4.076 9.540 -2.755
H -5.669 9.830 -3.678
H -3.421 11.709 -3.935
H -3.899 12.834 -1.950
H -3.883 11.253 -1.339
H -6.446 11.012 -1.887
H -6.473 12.762 -2.287
H -7.902 13.315 -0.727
H -7.313 13.074 0.960
H -7.992 11.729 0.039
N 2.378 6.935 3.802
C 2.859 6.880 5.075
N 1.796 7.029 5.914
O 4.038 6.886 5.309
H 1.383 7.094 3.738
H 2.968 6.799 2.994
H 2.117 6.968 6.870
H 0.876 7.112 5.506
N -3.749 1.302 -8.649
C -4.252 1.737 -7.544
N -3.731 1.147 -6.523
O -5.167 2.490 -7.572
H -4.175 1.649 -9.497
H -3.098 0.530 -8.662
H -2.951 0.509 -6.597
H -4.096 1.407 -5.618
N -4.277 5.781 2.416
C -4.298 7.108 2.418
N -5.451 7.756 2.346
O -3.262 7.765 2.520
H -5.102 5.293 2.098
H -3.480 5.165 2.347
H -5.427 8.763 2.410
H -6.296 7.263 2.093
N 0.856 3.153 -1.682
C 0.194 2.490 -0.813
N 1.093 2.321 0.109
O -0.964 2.196 -0.792
H 0.383 3.588 -2.462
H 1.818 3.439 -1.568
H 2.032 2.627 -0.104
H 0.937 1.761 0.934
N -7.174 4.673 -2.275
C -8.189 4.738 -1.473
N -9.217 5.195 -2.076
O -8.300 4.321 -0.311
H -7.415 4.545 -3.247
H -6.347 4.266 -1.861
H -10.140 4.898 -1.794
H -9.130 5.757 -2.911
N 7.421 7.497 -0.909
C 7.308 6.237 -1.156
N 8.485 5.771 -1.566
O 6.282 5.521 -1.166
H 8.304 7.987 -0.935
H 6.618 8.107 -0.965
H 8.326 4.893 -2.039
H 9.280 6.387 -1.653
N 2.432 -4.338 1.247
C 1.956 -5.406 0.728
N 0.748 -5.660 1.098
O 2.550 -6.163 -0.009
H 1.924 -3.765 1.906
H 3.300 -4.102 0.787
H 0.290 -6.500 0.775
H 0.383 -5.261 1.951

The value obtained for the HOMO energy is -8.54 eV. As for the charge: 0. As for the SMILES: COCCNCCOC.COCCNCCOC.COCCNCCOC.COCCNCCOC.COCCNCCOC.NC(N)=O.NC(N)=O.NC(N)=O.NC(N)=O.NC(N)=O.NC(N)=O.NC(N)=O. The calculated total energy is -103150.025 eV. The LUMO energy is 0.107 eV. The calculation puts the gap between HOMO and LUMO at 0.3177 hartree. The energy above the lowest of the compared OMol25 structures with the same formula, charge and spin is 7.883 eV.

Mulliken atomic charge list, values in e, 99 entries: -0.701 -0.301 -0.551 -0.509 -0.255 -0.750 -0.553 -0.320 -0.721 0.237 0.296 0.284 0.290 0.350 0.336 0.288 0.230 0.440 0.347 0.336 0.387 0.295 0.292 0.255 -0.806 -0.304 -0.514 -0.695 -0.345 -0.722 -0.470 -0.331 -0.696 0.302 0.274 0.309 0.408 0.337 0.368 0.385 0.259 0.403 0.388 0.336 0.294 0.291 0.231 0.298 -0.744 -0.339 -0.593 -0.742 -0.142 -0.746 -0.574 -0.313 -0.610 0.297 0.310 0.260 0.433 0.340 0.330 0.417 0.235 0.370 0.344 0.398 0.338 0.298 0.200 0.230 -0.762 -0.235 -0.665 -0.523 -0.359 -0.765 -0.239 -0.326 -0.767 0.199 0.310 0.314 0.431 0.368 0.241 0.474 0.260 0.360 0.251 0.264 0.310 0.300 0.268 0.289 -0.705 -0.282 -0.904



Computed, not measured: a 2-piece molecular cluster, C4H13N4O overall at a distorted geometry, with ωB97M-V/def2-TZVPD.

Positions of all 22 atoms, in Å:
C 1.663 0.597 -1.553
C -0.250 -0.809 -1.597
N 0.454 -1.872 -1.112
N 0.304 0.461 -1.945
N -1.455 -0.970 -2.119
H 1.282 -1.628 -0.634
H -0.055 -2.913 -1.094
H -0.303 1.216 -1.437
H -1.726 -0.234 -2.740
H -1.959 -1.903 -2.280
H 1.870 0.659 -0.448
H 2.056 1.530 -2.238
H 2.359 -0.064 -2.144
C -1.537 0.974 2.042
C -0.094 0.361 2.029
O 0.403 -0.100 0.989
N 0.758 0.436 3.061
H -2.414 0.239 1.851
H -1.665 1.676 1.214
H 1.522 -0.179 3.198
H 0.600 0.973 3.989
H -1.811 1.550 2.968

As for the spin multiplicity: 2. The value obtained for the HOMO energy (spin up / spin down) is -18.37 / -18.13 eV. As for the charge: +2. The calculated total energy is -12346.904 eV. The LUMO energy (spin up / spin down) is -7.701 / -12.893 eV. The calculation puts the gap between HOMO and LUMO (spin up / spin down) at 0.3922 / 0.1925 hartree. The energy above the lowest of the compared OMol25 structures with the same formula, charge and spin is 2.499 eV.

The computed natural (NBO) charges, all in e, follow: -0.513 0.661 -0.761 -0.548 -0.737 0.430 0.480 0.412 0.437 0.454 0.213 0.291 0.266 -0.721 0.663 -0.166 -0.683 0.312 0.275 0.449 0.480 0.306



Computed, not measured: C8H9BF4I2IrLuO4S as an isolated structure at a distorted geometry, with ωB97M-V/def2-TZVPD.

Positions of all 31 atoms, in Å:
I 0.486 2.987 1.840
I -3.006 -1.405 0.445
Ir -0.442 -1.783 -0.224
Lu 0.202 0.166 1.726
S -1.059 0.425 -0.705
C 2.407 -0.246 0.681
C 2.015 -0.661 3.273
C -0.112 1.042 -2.189
C -1.134 1.033 -3.327
C 1.044 0.124 -2.516
C 0.326 2.463 -1.881
C -0.174 -2.791 1.349
C 0.498 -3.038 -1.274
O 2.678 -1.142 4.081
O 3.469 -0.228 0.225
O -0.138 -3.466 2.293
O 1.016 -3.842 -1.937
H -0.664 1.388 -4.253
H -1.971 1.702 -3.092
H -1.506 0.019 -3.511
H 1.501 0.473 -3.450
H 0.683 -0.895 -2.679
H 1.793 0.129 -1.723
H 0.827 2.874 -2.765
H 1.020 2.521 -1.038
H -0.542 3.090 -1.651
F -0.958 -0.523 3.247
B -1.970 -0.143 4.635
F -1.383 -0.958 5.548
F -1.730 1.195 4.736
F -3.174 -0.514 4.136

As for the spin multiplicity: 5. The value obtained for the HOMO energy (spin up / spin down) is -23.70 / -23.69 eV. As for the charge: +4. The calculated total energy is -91628.113 eV. The LUMO energy (spin up / spin down) is -18.123 / -19.767 eV. The calculation puts the gap between HOMO and LUMO (spin up / spin down) at 0.2049 / 0.1443 hartree. The energy above the lowest of the compared OMol25 structures with the same formula, charge and spin is 0.528 eV.

The computed natural (NBO) charges, all in e, follow: 0.536 0.938 0.228 1.380 0.127 0.407 0.448 -0.051 -0.648 -0.642 -0.647 0.548 0.540 -0.204 -0.240 -0.179 -0.146 0.326 0.262 0.240 0.330 0.205 0.206 0.327 0.198 0.262 -0.660 1.419 -0.489 -0.508 -0.513



Please write out number 3 again, unchanged.
Computed, not measured: a 2-piece molecular cluster, C4H13N4O overall at a distorted geometry, with ωB97M-V/def2-TZVPD.

Positions of all 22 atoms, in Å:
C 1.663 0.597 -1.553
C -0.250 -0.809 -1.597
N 0.454 -1.872 -1.112
N 0.304 0.461 -1.945
N -1.455 -0.970 -2.119
H 1.282 -1.628 -0.634
H -0.055 -2.913 -1.094
H -0.303 1.216 -1.437
H -1.726 -0.234 -2.740
H -1.959 -1.903 -2.280
H 1.870 0.659 -0.448
H 2.056 1.530 -2.238
H 2.359 -0.064 -2.144
C -1.537 0.974 2.042
C -0.094 0.361 2.029
O 0.403 -0.100 0.989
N 0.758 0.436 3.061
H -2.414 0.239 1.851
H -1.665 1.676 1.214
H 1.522 -0.179 3.198
H 0.600 0.973 3.989
H -1.811 1.550 2.968

As for the spin multiplicity: 2. The value obtained for the HOMO energy (spin up / spin down) is -18.37 / -18.13 eV. As for the charge: +2. The calculated total energy is -12346.904 eV. The LUMO energy (spin up / spin down) is -7.701 / -12.893 eV. The calculation puts the gap between HOMO and LUMO (spin up / spin down) at 0.3922 / 0.1925 hartree. The energy above the lowest of the compared OMol25 structures with the same formula, charge and spin is 2.499 eV.

The computed natural (NBO) charges, all in e, follow: -0.513 0.661 -0.761 -0.548 -0.737 0.430 0.480 0.412 0.437 0.454 0.213 0.291 0.266 -0.721 0.663 -0.166 -0.683 0.312 0.275 0.449 0.480 0.306



> Among the records above, which one has the highest energy above the lowest of the compared OMol25 structures with the same formula, charge and spin?

C37H103N19O17